Here is a structure of composition C12H28N6O6PrS from the Open Molecules 2025 dataset. Energies are from the ωB97M-V functional and the def2-TZVPD basis.

As for the net charge: +1. As for the molar mass: 525.4 g/mol. As for the expectation value of S²: 2.08. The value obtained for the largest force on an atom is 0.295 Eh/bohr. The calculation puts the HOMO-LUMO gap (spin up / spin down) at 0.18374 / 0.18033 Ha. For the total energy, the calculation gives -58986.6715 eV. Its HOMO energy (spin up / spin down) is -9.5 / -9.5 eV. The energy relative to the best compared isomer or geometry (same formula, charge and spin) is 2660.9 kJ/mol. Its spin multiplicity is 3.

XYZ file:
```
54
C12H28N6O6PrS the ωB97M-V functional and the def2-TZVPD basis
O -5.782 1.218 -1.640
H -6.148 1.788 -2.324
Pr -0.869 0.208 -0.297
N -0.248 -1.564 0.228
N -2.426 -0.345 0.744
N 0.893 0.854 -0.900
N -1.374 2.075 -0.642
O 0.910 -2.235 -0.184
O 2.102 0.149 -1.048
O -2.605 2.721 -0.409
O -3.412 0.496 1.276
C -2.283 -1.612 1.384
C -1.132 -2.266 1.101
C 0.928 2.106 -1.180
C -0.395 2.837 -0.965
C -0.694 -3.633 1.618
H 0.262 -3.543 2.134
H -0.566 -4.324 0.785
H -1.400 -4.079 2.315
C -3.415 -2.089 2.290
H -4.359 -2.063 1.744
H -3.505 -1.425 3.150
H -3.278 -3.101 2.663
C 2.154 2.894 -1.655
C -0.453 4.356 -1.163
H 2.887 2.254 -2.146
H 2.650 3.375 -0.813
H 1.889 3.661 -2.382
H -1.273 4.810 -0.608
H -0.595 4.600 -2.216
H 0.454 4.848 -0.813
H 1.870 -0.750 -0.771
H -3.232 1.972 -0.380
C -4.700 0.545 -2.164
H -4.429 -0.353 -1.626
H -3.899 1.197 -2.481
H -5.048 0.133 -3.112
O -0.782 -0.889 -2.368
H -0.228 -0.078 -2.144
H -0.737 -1.464 -1.548
C 3.943 -0.237 2.669
N 3.014 0.137 1.621
C 2.504 -0.750 0.604
S 0.994 -0.321 0.201
N 3.348 -1.915 0.213
C 4.797 -1.887 0.237
H 4.218 -1.307 2.635
H 3.456 -0.076 3.654
H 4.849 0.402 2.614
H 2.584 1.070 1.735
H 2.999 -2.741 -0.290
H 5.180 -2.704 0.884
H 5.179 -2.045 -0.794
H 5.201 -0.910 0.565
```

***

Here is a structure of composition C26H31AsAuBF6N3O3S from the Open Molecules 2025 dataset. Energies are from the ωB97M-V functional and the def2-TZVPD basis.

As for the net charge: +1. As for the molar mass: 862.3 g/mol. As for the expectation value of S²: 2.02. The value obtained for the largest force on an atom is 0.079 Eh/bohr. The calculation puts the HOMO-LUMO gap (spin up / spin down) at 0.28735 / 0.18546 Ha. For the total energy, the calculation gives -130417.7503 eV. Its HOMO energy (spin up / spin down) is -10.6 / -10.6 eV. The energy relative to the best compared isomer or geometry (same formula, charge and spin) is 142.7 kJ/mol. Its spin multiplicity is 3.

XYZ file:
```
73
C26H31AsAuBF6N3O3S the ωB97M-V functional and the def2-TZVPD basis
Au 1.563 1.514 5.571
F -2.718 1.980 -1.784
C -2.057 0.829 -1.421
C -1.871 0.499 -0.111
C -1.426 -0.787 0.251
C -1.390 -1.235 1.670
O -1.869 -0.518 2.564
C -0.610 -2.440 1.824
C 0.042 -3.036 0.767
N -0.203 -2.700 -0.576
C 0.719 -3.063 -1.681
C 0.501 -4.256 -2.600
C 1.426 -4.463 -1.546
C -0.979 -1.528 -0.849
C -1.203 -1.209 -2.210
C -1.688 0.030 -2.559
N -1.484 0.564 -3.862
C -2.238 -0.100 -4.983
C -2.327 0.765 -6.188
N -1.129 1.685 -6.320
C -1.117 2.581 -5.144
C -0.681 1.743 -3.961
C -0.358 -3.154 3.152
O -1.409 -3.429 3.768
O 0.806 -3.393 3.490
H -2.111 1.244 0.679
H 0.651 -3.858 0.992
H 1.270 -2.325 -2.262
H 0.807 -3.867 -3.614
H -0.531 -4.568 -2.476
H 2.459 -4.395 -1.646
H 0.975 -4.938 -0.632
H -0.995 -2.002 -2.938
H -3.288 -0.281 -4.719
H -1.797 -1.092 -5.169
H -3.166 1.458 -6.015
H -2.395 0.253 -7.128
H -1.276 2.220 -7.210
H -0.212 1.229 -6.393
H -2.144 3.038 -4.939
H -0.349 3.355 -5.065
H -0.783 2.254 -3.014
H 0.372 1.489 -3.955
F 2.987 1.798 -1.132
B 2.077 0.957 -1.669
F 2.202 -0.311 -1.094
F 2.180 0.888 -3.124
F 0.775 1.557 -1.466
C 1.192 1.393 1.792
As 2.950 1.918 2.362
C 3.094 3.733 1.515
C 4.488 1.038 1.425
S 3.584 1.973 4.562
H 0.524 1.592 2.694
H 1.090 0.340 1.498
H 0.940 2.008 0.941
H 2.698 3.519 0.537
H 4.051 4.212 1.405
H 2.348 4.315 2.011
H 5.208 0.950 2.263
H 4.794 1.729 0.640
H 4.307 0.053 0.958
F -3.812 -0.892 6.877
C -2.508 -0.464 6.871
C -2.187 0.754 7.476
C -0.862 1.282 7.208
C -0.140 0.631 6.216
C -0.517 -0.497 5.540
C -1.706 -1.157 5.973
H -2.875 1.263 8.086
H -0.580 2.142 7.840
H -0.002 -0.852 4.673
H -2.084 -1.965 5.369
```

***

Here is a structure of composition C40H80AsF6O20S10 from the Open Molecules 2025 dataset. Energies are from the ωB97M-V functional and the def2-TZVPD basis.

As for the net charge: -1. As for the molar mass: 1390.6 g/mol. The value obtained for the largest force on an atom is 0.064 Eh/bohr. The calculation puts the HOMO-LUMO gap at 0.34102 Ha. For the total energy, the calculation gives -269226.6098 eV. Its HOMO energy is -7.7 eV. Its spin multiplicity is 1.

XYZ file:
```
157
C40H80AsF6O20S10 the ωB97M-V functional and the def2-TZVPD basis
As 0.243 -0.526 0.056
F 1.514 0.345 -0.814
F 0.731 -1.985 -0.826
F -0.975 -1.521 0.872
F -0.192 0.908 0.985
F -0.884 -0.252 -1.296
F 1.417 -0.894 1.350
C 4.105 2.506 -0.953
C 3.847 3.656 -1.946
C 4.091 3.067 -3.354
S 5.703 2.171 -3.124
O 6.751 3.180 -3.223
O 5.708 0.998 -3.962
C 5.450 1.832 -1.345
H 3.315 1.755 -0.932
H 4.119 2.901 0.063
H 4.465 4.521 -1.706
H 2.838 4.060 -1.894
H 4.343 3.724 -4.185
H 3.389 2.296 -3.672
H 6.335 2.167 -0.807
H 5.443 0.742 -1.305
C -2.616 -2.084 4.125
C -2.688 -2.556 5.608
C -1.310 -2.267 6.262
S -0.690 -0.682 5.465
O 0.643 -0.908 5.014
O -0.988 0.471 6.311
C -1.905 -0.716 4.101
H -3.613 -1.987 3.694
H -2.162 -2.853 3.496
H -2.962 -3.603 5.710
H -3.407 -1.900 6.104
H -0.716 -3.063 5.808
H -1.251 -2.246 7.346
H -1.362 -0.304 3.250
H -2.640 0.056 4.335
C 0.313 -4.889 1.590
C -0.326 -5.957 2.495
C 0.845 -6.547 3.282
S 1.677 -5.059 3.889
O 3.116 -5.217 3.845
O 0.982 -4.663 5.128
C 1.127 -3.966 2.514
H -0.441 -4.341 1.024
H 0.921 -5.346 0.807
H -0.879 -6.756 1.997
H -1.067 -5.543 3.182
H 1.544 -7.027 2.594
H 0.615 -7.293 4.040
H 1.929 -3.406 2.040
H 0.525 -3.243 3.067
C 1.979 2.987 2.639
C 2.020 4.428 3.183
C 0.610 4.715 3.723
S 0.073 3.102 4.523
O -1.140 2.601 3.898
O 0.218 3.180 5.946
C 1.415 2.110 3.749
H 2.973 2.653 2.333
H 1.373 2.805 1.749
H 2.325 5.200 2.476
H 2.799 4.470 3.947
H -0.074 4.990 2.923
H 0.607 5.448 4.528
H 0.934 1.204 3.389
H 2.091 1.968 4.593
C 3.983 -1.271 2.920
C 4.740 -0.140 2.188
C 6.196 -0.593 2.050
S 6.544 -1.771 3.368
O 7.325 -1.063 4.391
O 6.912 -3.088 2.866
C 4.828 -1.901 4.001
H 3.709 -2.036 2.186
H 2.988 -0.982 3.258
H 4.631 0.712 2.866
H 4.227 0.184 1.283
H 6.977 0.161 2.012
H 6.203 -1.241 1.170
H 4.881 -1.137 4.782
H 4.639 -2.865 4.465
C -4.411 -3.976 -1.831
C -3.497 -2.818 -1.389
C -2.059 -3.087 -1.841
S -2.157 -4.311 -3.184
O -1.780 -5.574 -2.549
O -1.530 -3.848 -4.439
C -3.983 -4.246 -3.266
H -5.491 -3.839 -1.751
H -4.331 -4.833 -1.158
H -3.531 -2.673 -0.308
H -3.780 -1.836 -1.772
H -1.332 -3.559 -1.184
H -1.610 -2.191 -2.263
H -4.351 -5.111 -3.817
H -4.296 -3.392 -3.870
C -3.893 1.506 -0.137
C -5.015 0.530 0.205
C -5.898 1.185 1.284
S -4.838 2.278 2.276
O -4.651 1.730 3.623
O -5.383 3.633 2.156
C -3.354 2.076 1.207
H -4.265 2.373 -0.685
H -3.117 0.967 -0.680
H -4.621 -0.430 0.550
H -5.452 0.274 -0.762
H -6.470 0.523 1.929
H -6.579 1.828 0.724
H -2.736 1.290 1.644
H -2.777 2.997 1.280
C 3.082 -2.189 -4.911
C 2.252 -2.033 -3.634
C 0.938 -1.409 -4.110
S 1.412 -0.204 -5.425
O 1.499 1.149 -4.862
O 0.652 -0.439 -6.663
C 3.115 -0.813 -5.560
H 2.733 -2.968 -5.588
H 4.114 -2.401 -4.625
H 2.845 -1.381 -2.991
H 2.060 -2.966 -3.108
H 0.251 -0.930 -3.412
H 0.312 -2.168 -4.583
H 3.798 -0.169 -5.005
H 3.365 -0.750 -6.618
C -0.007 3.454 -2.919
C -0.484 4.895 -3.203
C -0.818 5.663 -1.912
S 0.228 4.882 -0.621
O -0.556 4.875 0.604
O 1.579 5.429 -0.644
C 0.185 3.227 -1.448
H 0.903 3.210 -3.470
H -0.690 2.679 -3.269
H -1.233 4.966 -3.991
H 0.352 5.429 -3.660
H -1.864 5.530 -1.638
H -0.573 6.723 -1.943
H -0.783 2.868 -1.086
H 0.899 2.511 -1.050
C -3.543 0.222 -3.964
C -3.131 1.491 -4.658
C -3.986 2.666 -4.101
S -5.587 1.919 -3.921
O -6.428 2.196 -5.075
O -6.126 2.112 -2.583
C -5.072 0.157 -4.053
H -3.188 0.065 -2.945
H -3.127 -0.596 -4.555
H -3.200 1.341 -5.735
H -2.090 1.760 -4.472
H -4.147 3.549 -4.717
H -3.606 2.929 -3.115
H -5.503 -0.156 -5.003
H -5.600 -0.375 -3.262
```

***

Please write out number 1 again, unchanged.
Here is a structure of composition C12H28N6O6PrS from the Open Molecules 2025 dataset. Energies are from the ωB97M-V functional and the def2-TZVPD basis.

As for the net charge: +1. As for the molar mass: 525.4 g/mol. As for the expectation value of S²: 2.08. The value obtained for the largest force on an atom is 0.295 Eh/bohr. The calculation puts the HOMO-LUMO gap (spin up / spin down) at 0.18374 / 0.18033 Ha. For the total energy, the calculation gives -58986.6715 eV. Its HOMO energy (spin up / spin down) is -9.5 / -9.5 eV. The energy relative to the best compared isomer or geometry (same formula, charge and spin) is 2660.9 kJ/mol. Its spin multiplicity is 3.

XYZ file:
```
54
C12H28N6O6PrS the ωB97M-V functional and the def2-TZVPD basis
O -5.782 1.218 -1.640
H -6.148 1.788 -2.324
Pr -0.869 0.208 -0.297
N -0.248 -1.564 0.228
N -2.426 -0.345 0.744
N 0.893 0.854 -0.900
N -1.374 2.075 -0.642
O 0.910 -2.235 -0.184
O 2.102 0.149 -1.048
O -2.605 2.721 -0.409
O -3.412 0.496 1.276
C -2.283 -1.612 1.384
C -1.132 -2.266 1.101
C 0.928 2.106 -1.180
C -0.395 2.837 -0.965
C -0.694 -3.633 1.618
H 0.262 -3.543 2.134
H -0.566 -4.324 0.785
H -1.400 -4.079 2.315
C -3.415 -2.089 2.290
H -4.359 -2.063 1.744
H -3.505 -1.425 3.150
H -3.278 -3.101 2.663
C 2.154 2.894 -1.655
C -0.453 4.356 -1.163
H 2.887 2.254 -2.146
H 2.650 3.375 -0.813
H 1.889 3.661 -2.382
H -1.273 4.810 -0.608
H -0.595 4.600 -2.216
H 0.454 4.848 -0.813
H 1.870 -0.750 -0.771
H -3.232 1.972 -0.380
C -4.700 0.545 -2.164
H -4.429 -0.353 -1.626
H -3.899 1.197 -2.481
H -5.048 0.133 -3.112
O -0.782 -0.889 -2.368
H -0.228 -0.078 -2.144
H -0.737 -1.464 -1.548
C 3.943 -0.237 2.669
N 3.014 0.137 1.621
C 2.504 -0.750 0.604
S 0.994 -0.321 0.201
N 3.348 -1.915 0.213
C 4.797 -1.887 0.237
H 4.218 -1.307 2.635
H 3.456 -0.076 3.654
H 4.849 0.402 2.614
H 2.584 1.070 1.735
H 2.999 -2.741 -0.290
H 5.180 -2.704 0.884
H 5.179 -2.045 -0.794
H 5.201 -0.910 0.565
```

***

What is the formula in the second record? C26H31AsAuBF6N3O3S

***

Which of these has the highest largest force on an atom? C12H28N6O6PrS

***

Among the records above, which one has the lowest net charge? C40H80AsF6O20S10